1.
16
Properties=species:S:1:pos:R:3:forces:R:3 method="wB97M-V/def2-TZVPD" homo_ev=-10.16 homo_lumo_gap_ev=10.184 multiplicity=1 max_force_ev_per_a=3.44 total_energy_ev=-149927.960 de_lowest_ev=0.7851
C 0.15685 -0.44841 1.41895 -2.6 0.1 -0.8
C -0.74687 0.27294 -0.96790 -2.0 -0.3 0.6
C 1.79254 -0.17466 -0.55419 -0.7 1.6 -2.7
C 0.27708 -0.47780 -0.17836 2.3 -1.3 2.2
N 0.17261 -1.91205 -0.70499 0.7 -0.4 0.2
O 0.23602 -2.85278 0.01755 -0.2 -0.9 2.3
O 0.17640 -2.05581 -1.88973 -0.3 0.6 -2.4
Br 3.21680 -1.01750 0.33385 0.1 -1.2 0.4
Br 2.25344 1.75705 -0.27688 -0.8 -0.3 -0.4
H 0.32857 -1.34887 2.06406 0.2 0.5 -1.4
H -0.96186 -0.21637 1.51370 1.6 -0.1 0.5
H 0.75016 0.36951 1.82792 -0.2 0.1 -0.2
H -0.76863 -0.03555 -2.01126 -0.1 -0.3 0.2
H -0.50872 1.28556 -1.01385 0.4 1.9 0.3
H -1.79558 0.20297 -0.47943 1.7 -0.1 -0.9
H 1.89829 -0.35293 -1.69319 0.0 0.4 2.0



2.
82
Properties=species:S:1:pos:R:3:forces:R:3 method="wB97M-V/def2-TZVPD" homo_ev="-12.86 / -12.86" homo_lumo_gap_ev="7.270 / 4.556" multiplicity=2 max_force_ev_per_a=1.24 total_charge=+2 total_energy_ev=-138726.333 s_squared=0.778 de_lowest_ev=0.1000
Ir -0.99515 0.17122 0.75443 -0.8 0.4 0.0
C -3.70163 1.25521 4.05677 0.0 0.0 0.0
C -2.81011 0.57304 3.22928 0.0 -0.1 0.0
N -2.42878 1.03636 2.04728 0.0 0.0 -0.1
C -2.89830 2.25202 1.64952 0.1 0.1 -0.1
C -3.81374 2.98863 2.40770 0.0 0.0 0.0
C -4.21816 2.45616 3.64350 0.0 0.0 0.0
C -4.28766 4.24727 1.90610 0.0 0.0 0.0
C -3.85975 4.72803 0.72113 0.0 0.0 0.0
C -2.90422 4.00297 -0.06722 0.0 0.0 0.0
C -2.42850 4.44707 -1.31399 0.0 0.0 0.0
C -1.53784 3.67181 -2.00877 0.0 0.0 0.0
C -1.08771 2.47230 -1.44946 -0.1 0.0 0.0
N -1.48611 2.05755 -0.25917 0.2 0.0 0.0
C -2.41116 2.78732 0.41034 0.0 -0.1 0.1
H -3.97388 0.81918 5.00699 0.0 0.0 0.0
H -2.40390 -0.38097 3.53639 0.0 0.0 0.0
H -4.92432 2.99962 4.25825 0.0 0.0 0.0
H -5.00275 4.79990 2.50104 0.0 0.0 0.0
H -4.22920 5.67271 0.34421 0.0 0.0 0.0
H -2.78506 5.38465 -1.72136 0.0 0.0 0.0
H -1.17078 3.96746 -2.98100 0.0 0.0 0.0
H -0.40378 1.83908 -1.99102 0.0 0.0 0.0
Br 0.85053 0.91637 2.31995 0.0 0.0 0.0
C 1.14922 -0.84106 2.97015 0.0 0.0 0.0
C 2.25697 -1.10010 3.75033 0.1 0.0 0.0
C 2.42747 -2.38586 4.26080 0.0 0.0 0.0
C 1.47101 -3.35626 4.03135 0.0 0.0 0.0
C 0.33014 -3.06676 3.26715 0.0 0.0 0.0
C -0.72444 -4.00158 3.13200 0.1 0.0 0.1
C -1.90191 -3.65175 2.48569 -0.1 0.1 -0.1
C -2.02137 -2.42173 1.86451 0.1 -0.1 0.1
C -0.94327 -1.49392 1.80847 0.3 0.0 0.0
C 0.18186 -1.79204 2.66465 0.0 -0.1 0.0
H 2.97782 -0.32269 3.96509 0.0 0.0 0.0
H 3.30146 -2.60786 4.85706 0.0 0.0 0.0
H 1.58484 -4.34694 4.45249 0.0 0.0 0.0
H -0.62345 -4.97322 3.59976 0.0 0.0 0.0
H -2.73266 -4.34471 2.46632 0.0 0.0 0.0
H -2.96213 -2.15967 1.40392 0.0 0.0 0.0
S -2.72688 -0.34238 -0.79845 0.0 -0.1 0.2
C -3.10256 -1.98454 -1.17069 -0.2 0.6 -0.1
N -4.28916 -2.26249 -1.71135 0.2 -0.1 0.0
C -4.41836 -3.68146 -2.05656 0.0 0.0 0.0
C -3.03296 -4.23156 -1.65443 0.1 -0.2 0.0
N -2.36763 -3.06436 -1.06356 1.2 -0.2 0.2
H -5.02112 -1.57975 -1.80696 0.0 0.0 0.0
H -4.62677 -3.80601 -3.11682 0.0 0.0 0.0
H -5.22450 -4.13776 -1.48439 0.0 0.0 0.0
H -2.46169 -4.58534 -2.51103 0.0 0.0 0.0
H -3.10389 -5.04016 -0.92896 0.0 0.0 0.0
H -1.35509 -3.01785 -0.84238 -0.6 0.0 -0.1
O 0.71572 -2.56740 -0.41962 -0.7 0.1 -0.2
C 1.14642 -1.47394 -0.77739 -0.1 -0.6 0.5
N 2.30779 -1.28142 -1.41906 0.1 0.1 -0.2
C 2.67282 0.11321 -1.54231 0.0 0.0 -0.1
C 1.49129 0.74108 -0.78347 0.0 -0.3 0.0
O 1.40152 1.90497 -0.46564 0.0 0.2 0.1
N 0.56332 -0.24136 -0.49175 0.3 0.1 -0.1
C 3.98873 0.43342 -0.82893 0.0 0.0 0.0
C 4.42209 1.75369 -0.73445 0.0 0.0 0.0
C 5.61977 2.05377 -0.10746 0.0 0.0 0.0
C 6.40712 1.04152 0.42541 0.0 0.0 0.0
C 5.98280 -0.27291 0.33231 0.0 0.0 0.0
C 4.77656 -0.57591 -0.28784 0.0 0.0 0.1
C 2.68047 0.57833 -3.00492 0.0 0.0 0.0
C 3.04815 -0.31534 -4.00523 0.0 0.0 0.0
C 3.10943 0.09187 -5.32914 0.0 0.0 0.0
C 2.80182 1.39985 -5.67181 0.0 0.0 0.0
C 2.43737 2.29663 -4.67992 0.0 0.0 0.0
C 2.37761 1.89197 -3.35313 0.0 0.0 0.0
H 2.86788 -2.06330 -1.70908 0.0 0.0 0.0
H 3.82644 2.55254 -1.15122 0.0 0.0 0.0
H 5.94517 3.08367 -0.04458 0.0 0.0 0.0
H 7.34862 1.27784 0.90258 0.0 0.0 0.0
H 6.59093 -1.07164 0.73595 0.0 0.0 0.0
H 4.46707 -1.61125 -0.33454 0.0 0.0 0.0
H 3.30338 -1.33983 -3.76699 0.0 0.0 0.0
H 3.40512 -0.61503 -6.09274 0.0 0.0 0.0
H 2.85414 1.71881 -6.70388 0.0 0.0 0.0
H 2.20878 3.32318 -4.93570 0.0 0.0 0.0
H 2.10271 2.60780 -2.59049 0.0 0.0 0.0



3.
17
Properties=species:S:1:pos:R:3:forces:R:3 method="wB97M-V/def2-TZVPD" homo_ev=-13.59 homo_lumo_gap_ev=9.417 multiplicity=1 max_force_ev_per_a=4.65 total_charge=+1 total_energy_ev=-7297.339 de_lowest_ev=3.6094
C -0.30768 -0.65384 0.27105 1.3 0.1 -0.9
C 1.42413 -0.15428 -0.54279 -3.9 -0.4 2.5
C -1.01617 1.61661 0.12473 -0.8 3.1 -1.0
C -1.48944 0.21864 -0.16596 2.6 -1.0 0.3
N 2.36644 -0.32110 0.29520 -0.3 -0.5 1.2
N -0.36954 -1.97423 -0.00052 0.1 -2.8 -1.0
H -0.14623 -0.56846 1.32280 0.9 1.0 0.9
H 1.38946 -0.06037 -1.60027 1.0 0.1 -0.8
H -0.53044 2.27814 -0.69351 -0.2 -1.9 0.7
H -0.29145 1.64213 0.99493 -1.5 0.4 -0.6
H -1.96967 2.23490 0.14309 1.2 -0.4 1.3
H -1.69552 -0.00022 -1.19550 -0.3 0.1 -0.6
H -2.32202 -0.11956 0.45088 -0.1 0.3 0.0
H 2.00473 -0.46083 1.30713 1.5 0.4 -1.9
H 3.36718 -0.44342 0.06485 -0.6 0.2 0.4
H 0.32997 -2.70872 0.35557 -1.9 1.8 -0.8
H -1.06706 -2.23340 -0.71439 1.1 -0.4 0.6



4.
13
Properties=species:S:1:pos:R:3:forces:R:3 method="wB97M-V/def2-TZVPD" homo_ev=-15.01 homo_lumo_gap_ev=7.023 multiplicity=1 max_force_ev_per_a=6.80 total_charge=+1 total_energy_ev=-5755.288 de_lowest_ev=4.5763
C -1.58465 -0.54498 -1.74855 1.9 0.1 1.3
C -0.20412 -0.58011 -0.88103 -4.0 -2.0 0.0
C -0.22740 -0.59109 0.45229 2.6 5.0 3.8
N 0.45313 0.27227 1.49103 -0.4 -2.7 -4.6
C 1.69156 0.95694 0.92589 -1.2 -0.3 -1.4
H -2.45528 -0.42294 -1.07415 0.7 0.1 -0.2
H -1.73537 -1.44519 -2.37678 0.8 0.6 0.2
H -1.42311 0.36552 -2.30215 -0.4 0.3 -0.8
H 1.98512 0.39027 -0.03888 0.1 0.5 1.7
H -1.07791 -1.05333 0.94063 0.0 -1.4 -0.3
H 0.65793 -0.31806 2.30349 -0.4 0.4 -0.2
H 2.39226 0.97217 1.73915 0.7 -0.1 -0.1
H 1.52783 1.99853 0.56906 -0.4 -0.7 0.6



5.
16
Properties=species:S:1:pos:R:3:forces:R:3 method="wB97M-V/def2-TZVPD" homo_ev=-9.08 homo_lumo_gap_ev=9.670 smiles=N[C@H](CO)CSS multiplicity=1 max_force_ev_per_a=3.85 total_energy_ev=-28464.013 de_lowest_ev=1.4260
N -0.74019 -1.22227 -0.76903 0.4 -0.3 -0.3
C -0.22357 0.06437 -0.36912 -2.5 2.3 1.9
C 0.04149 1.10585 -1.46710 3.2 -0.4 1.6
O -1.15764 1.41741 -2.06741 -0.9 0.3 -0.4
C 0.74388 -0.05507 0.81238 1.6 -1.2 -1.3
S 0.08904 -0.04251 2.54890 -0.5 -0.2 -0.9
S 1.31840 -1.36610 3.46482 0.9 0.6 0.3
H -1.30137 -1.59045 -0.01002 0.0 -0.1 -0.1
H -1.33725 -1.14971 -1.58307 0.0 0.1 0.0
H -1.02019 0.64972 0.15550 -0.4 -0.3 -0.4
H 0.84533 0.80208 -2.15597 -0.5 -0.4 -0.4
H 0.59823 1.90739 -0.88156 -1.2 -0.1 -0.7
H -1.11906 2.22309 -2.59295 0.2 -0.1 0.1
H 1.19502 -1.04486 0.54713 0.3 0.7 1.1
H 1.50026 0.73903 0.84268 -0.1 -0.3 -0.4
H 0.56764 -2.43798 3.52481 -0.7 -0.7 -0.2



6.
114
Properties=species:S:1:pos:R:3:forces:R:3 method="wB97M-V/def2-TZVPD" homo_ev="-3.72 / -4.36" homo_lumo_gap_ev="6.308 / 6.595" multiplicity=2 max_force_ev_per_a=0.58 total_charge=-1 total_energy_ev=-76894.729 s_squared=0.753 de_lowest_ev=0.0000
Hg -0.61302 0.64921 0.34358 0.4 0.0 0.0
N 0.95412 -1.03633 -1.17383 0.1 0.0 0.2
C 1.40629 -2.18489 -0.38848 0.0 0.0 0.0
C 0.24506 -3.13290 -0.12863 -0.1 0.0 -0.1
N -0.85672 -2.40245 0.45216 0.1 -0.1 0.2
C -1.96043 -3.16574 0.99830 0.1 0.1 0.0
C -2.63446 -2.37634 2.11783 0.0 0.1 -0.2
N -2.88742 -1.01441 1.65952 -0.2 0.0 0.1
H 1.72669 -0.50502 -1.55031 0.1 0.1 0.1
H 0.33213 -1.29484 -1.94112 -0.1 0.0 0.0
H 2.20979 -2.75332 -0.87693 0.0 0.0 0.0
H 1.78948 -1.81350 0.56695 0.0 0.0 0.0
H -0.02220 -3.63837 -1.07454 0.0 0.0 0.0
H 0.57403 -3.90909 0.56890 0.0 0.0 0.0
H -1.23302 -1.75081 -0.23251 0.0 0.0 0.0
H -2.71648 -3.39743 0.23131 0.0 -0.1 0.0
H -1.59265 -4.11568 1.39589 0.0 0.0 0.0
H -3.54247 -2.91416 2.42727 0.0 0.0 0.0
H -1.95972 -2.33679 2.97706 0.0 0.0 0.0
H -3.25106 -0.98956 0.71036 0.0 0.0 0.0
H -3.50869 -0.49977 2.26835 0.0 -0.1 0.0
C 0.47331 1.94779 3.90033 0.1 0.0 0.1
C 1.38992 0.72778 4.01845 -0.1 0.0 -0.1
C 0.57713 -0.55943 3.84756 0.0 0.0 0.0
C 2.62999 0.68271 3.12911 0.0 0.1 0.1
C 3.72662 0.01081 3.66911 0.0 0.0 0.0
C 4.92020 -0.12375 2.98605 0.0 0.0 0.0
C 5.02634 0.40679 1.71066 0.0 -0.1 0.0
C 3.95767 1.06630 1.11930 -0.1 0.0 -0.1
C 4.10014 1.59599 -0.29886 0.1 -0.1 0.0
C 4.84521 0.61211 -1.21301 -0.1 0.1 0.0
C 4.82321 2.94634 -0.32200 -0.1 0.0 0.0
C 2.75317 1.22406 1.83893 0.1 0.0 0.1
N 1.70147 1.93994 1.21994 -0.1 0.1 -0.2
C 1.80405 3.21728 1.28844 0.1 -0.1 0.2
C 1.04755 4.27856 0.67947 -0.1 0.1 -0.1
C 1.59213 5.56278 0.91490 0.0 -0.1 0.0
C 1.10201 6.71370 0.36130 -0.1 0.1 -0.1
C -0.01785 6.60510 -0.48723 0.1 0.0 0.1
C -0.60368 5.39852 -0.72717 -0.1 -0.1 0.1
C -0.11946 4.16032 -0.15876 0.0 0.3 -0.1
N -0.71545 3.01461 -0.42388 0.1 -0.5 0.2
C -1.92339 2.95785 -1.13624 -0.2 0.2 -0.2
C -3.13815 2.95708 -0.41204 0.1 -0.1 0.0
C -4.34131 2.83609 -1.09369 0.0 0.1 -0.1
C -4.37325 2.72121 -2.47390 0.0 0.0 0.0
C -3.18060 2.69406 -3.17237 0.0 -0.1 0.0
C -1.94573 2.78787 -2.53509 0.0 0.0 0.0
C -0.71736 2.72922 -3.44018 0.0 0.1 0.1
C 0.43348 1.85380 -2.94767 0.0 0.0 0.0
C -0.20781 4.12910 -3.80124 0.0 -0.1 0.0
C -3.11824 3.02678 1.10436 -0.1 0.1 0.1
C -3.11707 4.46898 1.62219 0.0 -0.1 0.0
C -4.26666 2.24656 1.74899 0.1 0.0 -0.1
H -0.22242 1.94905 4.74363 0.0 0.0 0.0
H -0.10952 1.92562 2.98102 0.0 0.0 0.0
H 1.03653 2.88191 3.92208 0.0 0.0 0.0
H 1.77496 0.72989 5.04363 0.0 0.0 0.0
H 0.13956 -0.61774 2.84811 0.0 0.0 0.0
H -0.23878 -0.59015 4.57467 0.0 0.0 0.0
H 1.20358 -1.44197 3.99387 0.0 0.0 0.0
H 3.63495 -0.40299 4.66844 0.0 0.0 0.0
H 5.76036 -0.63031 3.44479 0.0 0.0 0.0
H 5.95558 0.30116 1.16312 0.0 0.0 0.0
H 3.09625 1.74200 -0.69924 -0.1 0.0 0.0
H 5.92475 0.66394 -1.05289 0.0 0.0 0.0
H 4.65646 0.85694 -2.26009 0.0 0.0 0.0
H 4.53445 -0.41768 -1.03660 -0.1 0.0 0.0
H 5.81530 2.84905 0.12649 0.0 0.0 0.0
H 4.27018 3.70664 0.23014 0.0 0.0 0.0
H 4.94159 3.29843 -1.34960 0.0 0.0 0.0
H 2.62148 3.60839 1.91259 0.0 0.0 -0.1
H 2.46029 5.62415 1.56435 0.0 0.0 0.0
H 1.56173 7.67225 0.56069 0.0 0.0 0.0
H -0.42200 7.49266 -0.96226 0.0 0.0 0.0
H -1.46702 5.33523 -1.37689 0.0 0.0 0.0
H -5.27371 2.82108 -0.54226 0.0 0.0 0.0
H -5.31668 2.61749 -2.99668 0.0 0.0 0.0
H -3.19570 2.56896 -4.24870 0.0 0.0 0.0
H -1.07449 2.26397 -4.36452 0.0 0.0 0.0
H 0.90300 2.27111 -2.05789 0.0 0.0 0.0
H 1.18721 1.77072 -3.73739 0.0 0.0 0.0
H 0.06995 0.85270 -2.72134 0.0 -0.1 0.0
H 0.28954 4.59462 -2.94926 0.0 0.0 0.0
H -1.02809 4.77816 -4.11701 0.0 0.0 0.0
H 0.51249 4.06508 -4.62158 0.0 0.0 0.0
H -2.18337 2.56182 1.43012 0.0 0.0 0.0
H -4.01080 4.99583 1.27574 0.0 0.0 0.0
H -2.24223 5.01782 1.27813 0.0 0.0 0.0
H -3.11495 4.47694 2.71591 0.0 0.0 0.0
H -5.21884 2.77282 1.64525 0.0 0.0 0.0
H -4.07324 2.12357 2.81720 0.0 0.0 0.0
H -4.36780 1.25865 1.29597 0.0 0.0 0.0
C -2.87178 -3.62817 -4.63794 0.0 0.1 0.0
C -2.38558 -2.62223 -5.64982 0.0 0.0 0.0
C -1.64644 -3.10057 -6.73000 0.0 0.0 0.0
C -1.16356 -2.26682 -7.71897 0.0 0.0 0.0
Cl -0.26142 -2.94242 -9.05548 0.0 0.0 0.0
C -1.39725 -0.90680 -7.65975 0.0 0.0 0.0
C -2.11963 -0.41422 -6.59050 0.0 0.0 0.0
C -2.61955 -1.23997 -5.58211 0.1 0.0 -0.1
O -3.37379 -0.56174 -4.67701 -0.1 -0.1 0.0
C -3.58241 -0.95597 -3.32472 0.1 0.1 0.1
C -2.31612 -0.97100 -2.45809 -0.2 -0.1 0.3
O -1.25271 -1.33232 -2.98938 0.1 0.0 -0.2
O -2.51358 -0.68354 -1.24418 0.0 0.0 -0.2
H -2.52494 -4.62276 -4.91714 0.0 0.0 0.0
H -3.96132 -3.65785 -4.58682 0.0 0.0 0.0
H -2.47514 -3.39073 -3.65164 0.0 -0.1 0.0
H -1.44811 -4.16299 -6.79635 0.0 0.0 0.0
H -1.02019 -0.24528 -8.42739 0.0 0.0 0.0
H -2.31527 0.64670 -6.50298 0.0 0.0 0.0
H -4.05394 -1.93709 -3.26288 -0.1 0.0 0.1
H -4.26072 -0.21386 -2.91318 0.0 0.0 -0.1



What did the fourth record say?
13
Properties=species:S:1:pos:R:3:forces:R:3 method="wB97M-V/def2-TZVPD" homo_ev=-15.01 homo_lumo_gap_ev=7.023 multiplicity=1 max_force_ev_per_a=6.80 total_charge=+1 total_energy_ev=-5755.288 de_lowest_ev=4.5763
C -1.58465 -0.54498 -1.74855 1.9 0.1 1.3
C -0.20412 -0.58011 -0.88103 -4.0 -2.0 0.0
C -0.22740 -0.59109 0.45229 2.6 5.0 3.8
N 0.45313 0.27227 1.49103 -0.4 -2.7 -4.6
C 1.69156 0.95694 0.92589 -1.2 -0.3 -1.4
H -2.45528 -0.42294 -1.07415 0.7 0.1 -0.2
H -1.73537 -1.44519 -2.37678 0.8 0.6 0.2
H -1.42311 0.36552 -2.30215 -0.4 0.3 -0.8
H 1.98512 0.39027 -0.03888 0.1 0.5 1.7
H -1.07791 -1.05333 0.94063 0.0 -1.4 -0.3
H 0.65793 -0.31806 2.30349 -0.4 0.4 -0.2
H 2.39226 0.97217 1.73915 0.7 -0.1 -0.1
H 1.52783 1.99853 0.56906 -0.4 -0.7 0.6